*P*
Entry from the Open Molecules 2025 dataset: a 2-piece molecular cluster, C3H7N3O overall (ωB97M-V/def2-TZVPD).

The geometry in ORCA input format:
```
! wB97M-V def2-TZVPD RIJCOSX def2/J DEFGRID3
* xyz 0 1
C -1.999 0.596 0.061
N -1.004 1.393 0.730
C 0.058 1.055 1.203
N 1.170 0.929 1.758
C 0.886 -0.666 -0.606
O 2.076 -0.851 -0.062
N 0.814 -1.298 -1.776
H -2.678 0.133 0.785
H -1.499 -0.193 -0.513
H -2.587 1.234 -0.602
H 2.053 -0.302 0.761
H 1.138 0.965 2.770
H -0.022 -1.191 -2.327
H 1.594 -1.804 -2.183
*
```

Calculated values
Lowest unoccupied orbital energy, eV: 1.03
Frontier orbital gap, eV: 9.6

The molecule's natural (NBO) atomic charges, reported in e, are given here: -0.42 -0.48 0.70 -0.84 0.27 -0.71 -0.81 0.20 0.21 0.20 0.52 0.40 0.39 0.38

=====

*Q*
Entry from the Open Molecules 2025 dataset: one molecule with the formula C3H7N3O (ωB97M-V/def2-TZVPD).

The geometry in ORCA input format:
```
! wB97M-V def2-TZVPD RIJCOSX def2/J DEFGRID3
* xyz 0 1
C -1.404 1.196 0.436
N 1.176 0.315 -0.255
C 1.451 -0.853 0.420
N 0.506 -1.821 0.296
C -0.940 0.758 -0.923
N 0.249 0.353 -1.264
O 2.462 -1.016 1.091
H 2.019 0.860 -0.415
H 0.790 -2.728 0.636
H 0.024 -1.796 -0.593
H -1.700 0.798 -1.723
H -2.267 0.586 0.719
H -1.728 2.238 0.371
H -0.637 1.108 1.205
*
```

Calculated values
Lowest unoccupied orbital energy, eV: 0.90
Frontier orbital gap, eV: 9.9

The molecule's natural (NBO) atomic charges, reported in e, are given here: -0.71 -0.52 0.76 -0.85 0.17 -0.30 -0.65 0.41 0.41 0.39 0.19 0.24 0.24 0.25

=====

Which structure loses on stability? *P* does.